[1]
Here is the molecule C4H5N3O4 in a non-equilibrium geometry from the OMol25 dataset. Energies are from ωB97M-V with the def2-TZVPD basis set.

Computed properties:
ΔE to the lowest compared entry with this formula, charge and spin: 1075.81 kJ/mol
Gap between HOMO and LUMO (alpha / beta): 0.3028 / 0.3028 hartree
Multiplicity: 1

Each line ends with the Löwdin charge.
CARTESIAN COORDINATES (ANGSTROEM)
C 0.3607 0.0726 -0.5589  -0.104
C -1.1222 -1.8697 -1.7319  -0.049
C -2.0244 0.0020 -0.5032  -0.446
C 1.4486 0.6093 0.2837  -0.120
N -0.7440 0.0590 0.1518  0.036
N -2.1064 -1.0180 -1.4323  -0.036
N -0.9297 -2.7460 -2.6601  -0.302
O -2.9834 0.6631 -0.2481  0.150
O -1.4858 -3.4873 -1.7384  0.076
O -0.3533 -3.1300 -3.6195  0.162
O -3.0077 -0.7506 -2.4864  0.038
H 1.3952 0.2722 1.3510  0.092
H 1.2391 1.7158 0.1906  0.108
H 2.3295 0.3728 -0.2764  0.051
H -0.7506 0.5582 1.1109  0.184
H -3.9374 -1.0986 -2.3072  0.158

[2]
Here is the molecule C20H23N3O3S in a non-equilibrium geometry from the OMol25 dataset. Energies are from ωB97M-V with the def2-TZVPD basis set.

Computed properties:
ΔE to the lowest compared entry with this formula, charge and spin: 193.99 kJ/mol
Gap between HOMO and LUMO: 0.3000 hartree
Multiplicity: 1
SMILES: COc1ccc(C(=O)NC(=S)Nc2ccc(CN3CCOCC3)cc2)cc1

Each line ends with the Löwdin charge.
CARTESIAN COORDINATES (ANGSTROEM)
C -9.9119 -0.3210 -0.3629  -0.079
H -10.9016 0.1033 -0.5224  0.095
O -9.0202 0.7695 -0.4062  -0.071
C -7.6975 0.5434 -0.2470  -0.269
C -7.1202 -0.7062 -0.0269  -0.008
C -5.7502 -0.8261 0.1092  -0.018
C -4.9253 0.2928 0.0357  -0.144
C -5.5131 1.5468 -0.1570  -0.002
C -6.8724 1.6723 -0.3046  0.016
H -7.3325 2.6342 -0.4642  0.122
H -4.8721 2.4142 -0.1940  0.122
C -3.4559 0.2446 0.1811  -0.388
O -2.8025 1.2198 0.5258  0.066
N -2.8784 -0.9613 -0.1184  0.078
C -1.5352 -1.3292 -0.0679  -0.791
N -0.6894 -0.3706 0.3232  0.089
C 0.6933 -0.3549 0.4876  -0.225
C 1.5335 -1.4426 0.2625  -0.030
C 2.8943 -1.3111 0.4570  -0.022
C 3.4524 -0.1083 0.8713  -0.229
C 2.6106 0.9743 1.0915  -0.036
C 1.2484 0.8552 0.9064  -0.012
H 0.6015 1.7033 1.0813  0.115
H 3.0219 1.9210 1.4122  0.111
C 4.9398 0.0011 1.0740  -0.160
N 5.6474 -0.5807 -0.0552  -0.171
C 5.4613 0.1379 -1.3060  -0.151
C 6.3234 1.4041 -1.3957  -0.190
H 6.2548 1.8473 -2.3903  0.125
O 7.6906 1.1117 -1.1912  -0.135
C 7.8950 0.4798 0.0554  -0.196
C 7.0650 -0.8063 0.1643  -0.162
H 7.2123 -1.2671 1.1428  0.120
H 7.4025 -1.5051 -0.6082  0.125
H 8.9621 0.2585 0.1105  0.123
H 7.6318 1.1709 0.8721  0.120
H 5.9872 2.1456 -0.6537  0.120
H 4.4060 0.3917 -1.4177  0.123
H 5.7487 -0.5412 -2.1148  0.128
H 5.2188 -0.5798 1.9605  0.132
H 5.2045 1.0532 1.2695  0.114
H 3.5466 -2.1507 0.2751  0.118
H 1.1273 -2.3852 -0.0613  0.021
H -1.1578 0.5211 0.5305  0.111
S -1.2147 -2.8903 -0.4988  0.687
H -3.4729 -1.7125 -0.4451  0.094
H -5.3436 -1.8071 0.3098  0.116
H -7.7301 -1.5927 0.0448  0.106
H -9.8859 -0.8218 0.6096  0.097
H -9.6974 -1.0458 -1.1541  0.098

[3]
Here is a structure of composition C19H18ClN6O10W from the OMol25 dataset. Energies are from ωB97M-V with the def2-TZVPD basis set.

Computed properties:
ΔE to the lowest compared entry with this formula, charge and spin: 87.15 kJ/mol
Gap between HOMO and LUMO (alpha / beta): 0.2560 / 0.2479 hartree
Net charge: +1
Expectation value of S²: 2.03
Multiplicity: 3

Each line ends with the Löwdin charge.
CARTESIAN COORDINATES (ANGSTROEM)
W -0.2500 0.4691 0.3403  1.945
O -0.2753 -0.9503 1.7260  -0.226
N -0.1418 -0.6604 3.0033  0.113
N -0.2657 0.5697 3.2032  -0.136
O -0.4732 1.3802 2.1929  -0.191
C -0.2103 1.1332 4.5215  -0.158
C -0.4091 0.3037 5.6176  0.003
C -0.3290 0.8690 6.8769  -0.045
C -0.0608 2.2249 7.0214  -0.042
C 0.1289 3.0307 5.9076  -0.042
C 0.0568 2.4892 4.6355  0.013
H -0.6273 -0.7460 5.4869  0.120
H -0.4839 0.2495 7.7488  0.119
H -0.0026 2.6564 8.0112  0.118
H 0.3370 4.0844 6.0268  0.119
H 0.2083 3.0970 3.7561  0.125
Cl -3.4716 0.7361 -0.7351  0.620
C -2.3469 0.9213 0.5923  -0.706
H -2.7041 0.3341 1.4397  0.035
H -2.3409 1.9689 0.9046  0.042
O -0.7725 0.1568 -1.5618  -0.206
N -0.9880 -0.9800 -0.8849  -0.197
C -0.4034 -5.5455 -1.7991  -0.030
C -1.4033 -4.5919 -2.4757  -0.601
C -2.8466 -5.0494 -2.1993  -0.027
C -1.1427 -4.5258 -3.9900  -0.031
C -1.2318 -3.2598 -1.9117  0.142
C -1.0840 -2.1409 -1.4480  0.023
H -0.5380 -6.5435 -2.2161  0.096
H -0.5722 -5.5964 -0.7239  0.093
H 0.6239 -5.2323 -1.9817  0.093
H -2.9768 -6.0485 -2.6154  0.097
H -3.5679 -4.3830 -2.6707  0.094
H -3.0500 -5.0929 -1.1299  0.093
H -1.2709 -5.5211 -4.4153  0.096
H -0.1271 -4.1911 -4.1979  0.093
H -1.8442 -3.8498 -4.4775  0.094
O 4.1995 3.9193 -4.6951  0.115
N 4.2971 3.0245 -3.8880  -0.348
O 5.2125 2.2353 -3.8006  0.102
C 3.1779 2.8462 -2.9449  -0.102
C 2.1019 3.7064 -3.0103  0.112
C 1.0352 3.5196 -2.1522  -0.027
C 1.0371 2.4971 -1.1990  -0.205
O 0.0262 2.2697 -0.3541  -0.184
C 2.1859 1.6865 -1.1559  -0.100
C 3.2450 1.8179 -2.0217  0.111
N 2.1427 0.6129 -0.1862  -0.207
O 1.6888 0.9818 1.0139  -0.129
O 1.5423 -0.5002 -0.5612  -0.083
N -0.1213 4.4230 -2.2728  -0.336
O 0.1080 5.5435 -2.6671  0.121
O -1.2065 3.9766 -1.9712  0.119
H 2.0824 4.5129 -3.7299  0.147
H 4.1024 1.1614 -1.9825  0.148

[4]
Here is a structure of composition CHCaLiO in a non-equilibrium geometry from the OMol25 dataset. Energies are from ωB97M-V with the def2-TZVPD basis set.

Computed properties:
ΔE to the lowest compared entry with this formula, charge and spin: 0.00 kJ/mol
Gap between HOMO and LUMO (alpha / beta): 0.1224 / 0.1224 hartree
Multiplicity: 1

Each line ends with the Löwdin charge.
CARTESIAN COORDINATES (ANGSTROEM)
H 0.7778 -0.4015 0.4638  -0.334
Ca 1.8140 1.3520 1.2226  0.127
O -1.2003 -0.1861 -0.9187  -0.181
C -0.5281 0.2337 -1.7561  0.016
Li -0.8634 -0.9981 0.9884  0.372